# 1
{"formula": "C5H10NS", "method": "wB97M-V/def2-TZVPD", "symbols": ["C", "N", "C", "C", "C", "S", "C", "H", "H", "H", "H", "H", "H", "H", "H", "H", "H"], "coordinates": [[-1.953, -0.361, -0.398], [-0.826, -0.480, 0.582], [0.538, 0.105, 0.180], [0.327, 1.525, -0.304], [1.710, -0.499, 0.881], [3.068, 0.015, -0.180], [1.529, -0.905, -0.531], [-1.960, 0.572, -0.799], [-1.923, -1.121, -1.190], [-2.893, -0.587, 0.125], [-0.798, -1.437, 1.051], [-1.104, 0.204, 1.349], [-0.639, 1.941, 0.010], [0.305, 1.605, -1.351], [1.256, 2.045, -0.061], [1.872, -0.929, 1.893], [1.490, -1.695, -1.257]], "forces_ev_per_angstrom": [[-0.7, -3.6, 0.7], [-0.1, 0.4, 2.0], [0.2, -1.3, -2.0], [0.7, -0.2, 1.0], [0.3, -0.7, 0.6], [-0.6, 0.1, -0.1], [-0.4, 1.8, 1.4], [0.0, 2.6, -1.1], [0.6, 0.3, 0.2], [0.4, 0.4, 0.1], [0.2, 1.4, -1.0], [0.3, -1.2, -0.7], [0.7, 0.4, 0.6], [-0.1, -0.4, -1.6], [-0.6, 0.6, 0.5], [-0.4, 0.1, -1.0], [-0.3, -0.6, 0.4]], "lowdin_charge": [0.02, 0.05, -0.42, -0.02, -0.45, 0.95, -0.34, 0.05, 0.12, 0.12, 0.22, 0.20, 0.09, 0.08, 0.08, 0.13, 0.11], "homo_ha": -0.461, "smiles": "C[NH2+][C@@]1(C)[C@@H]2S[C@@H]21", "orbital_gap_ev": 9.1, "fmax_ev_per_a": 3.7, "charge": 1}

***

# 2
{"formula": "C16H17NO", "method": "wB97M-V/def2-TZVPD", "symbols": ["C", "C", "C", "N", "C", "C", "C", "C", "C", "C", "H", "H", "H", "H", "H", "H", "H", "H", "H", "C", "C", "C", "C", "C", "O", "C", "C", "H", "H", "H", "H", "H", "H", "H", "H"], "coordinates": [[-2.317, 1.925, 2.000], [-1.601, 0.955, 2.885], [-1.436, 0.978, 4.228], [-0.834, -0.189, 4.646], [-0.611, -0.995, 3.558], [-0.047, -2.273, 3.519], [0.055, -2.823, 2.253], [-0.414, -2.189, 1.096], [-1.093, -0.992, 1.205], [-1.063, -0.300, 2.422], [-2.019, 1.789, 0.960], [-2.074, 2.960, 2.250], [-3.398, 1.848, 2.083], [-1.658, 1.755, 4.942], [-0.616, -0.462, 5.585], [0.261, -2.868, 4.366], [0.508, -3.808, 2.201], [-0.327, -2.704, 0.148], [-1.637, -0.581, 0.363], [2.313, -1.669, -3.682], [1.636, -0.361, -3.369], [2.300, 0.558, -2.563], [1.730, 1.807, -2.336], [0.427, 2.062, -2.742], [-0.235, 3.228, -2.405], [-0.227, 1.136, -3.528], [0.329, -0.122, -3.774], [2.382, -2.342, -2.825], [3.346, -1.483, -3.928], [1.904, -2.209, -4.525], [3.332, 0.350, -2.319], [2.177, 2.417, -1.568], [0.274, 3.983, -2.713], [-1.185, 1.390, -3.958], [-0.181, -0.770, -4.475]], "forces_ev_per_angstrom": [[0.3, 0.6, 0.2], [-0.4, -0.2, -0.7], [0.2, 0.1, 0.3], [0.1, -0.3, 0.0], [0.5, 0.0, 0.7], [-0.3, 0.1, -1.1], [0.5, -0.4, 0.5], [-0.5, -0.2, 0.3], [0.4, 0.5, -0.4], [-0.6, -0.7, 0.4], [-0.1, -0.1, 0.0], [0.1, 0.0, 0.0], [-0.1, -0.2, -0.1], [-0.1, 0.0, 0.0], [0.0, 0.2, 0.1], [0.0, 0.3, 0.3], [0.0, 0.1, -0.3], [-0.1, 0.0, 0.0], [0.3, 0.1, -0.1], [0.4, 0.0, 0.2], [-0.2, -1.3, 0.4], [-0.2, 0.6, -1.4], [-0.3, -0.8, 1.5], [0.3, 0.1, -0.4], [0.0, -0.1, -0.1], [-0.4, -0.6, 0.0], [0.5, 1.4, -0.5], [-0.4, 0.0, 0.1], [0.5, 0.2, -0.2], [-0.4, -0.1, -0.1], [0.0, 0.1, 0.4], [0.2, 0.6, -0.3], [0.1, 0.1, 0.1], [-0.1, 0.0, 0.2], [0.0, -0.3, 0.2]], "lowdin_charge": [-0.04, -0.23, -0.06, 0.07, -0.22, -0.02, -0.11, -0.10, -0.03, -0.14, 0.07, 0.08, 0.08, 0.12, 0.15, 0.10, 0.10, 0.09, 0.11, -0.06, -0.29, -0.04, -0.02, -0.33, 0.02, -0.02, -0.04, 0.08, 0.07, 0.07, 0.11, 0.11, 0.10, 0.11, 0.11], "homo_ha": -0.282, "smiles": "Cc1c[nH]c2ccccc12.Cc1ccc(O)cc1", "orbital_gap_ev": 8.5, "fmax_ev_per_a": 1.7}

***

# 3
{"formula": "C5H12N4", "method": "wB97M-V/def2-TZVPD", "symbols": ["C", "C", "N", "C", "N", "N", "C", "N", "C", "H", "H", "H", "H", "H", "H", "H", "H", "H", "H", "H", "H"], "coordinates": [[-1.434, -1.667, 0.209], [-0.697, -0.461, 0.016], [-1.123, 0.824, 0.204], [-2.428, 1.321, 0.269], [-0.169, 1.676, -0.033], [0.946, 0.892, -0.216], [2.293, 1.411, -0.273], [0.708, -0.376, -0.181], [1.595, -1.427, -0.220], [-1.002, -2.564, -0.478], [-1.192, -2.095, 1.224], [-2.555, -1.486, 0.137], [-2.521, 2.071, 1.007], [-2.684, 1.727, -0.639], [-3.190, 0.494, 0.538], [2.785, 1.135, 0.716], [2.880, 1.075, -1.077], [2.242, 2.438, -0.499], [1.543, -1.866, 0.695], [1.423, -2.079, -0.998], [2.579, -1.043, -0.399]], "forces_ev_per_angstrom": [[-0.4, -3.3, -0.4], [2.5, 1.0, 0.7], [2.6, -2.5, -1.7], [-3.5, -2.1, 2.0], [4.3, -1.7, -0.1], [-1.7, 3.4, 0.0], [0.8, -0.1, 2.1], [-7.4, 1.7, 0.3], [2.6, 0.6, -0.7], [-1.4, 2.2, 1.1], [-0.4, 0.6, -0.6], [1.5, -0.6, -0.1], [0.2, 0.8, 1.0], [-0.6, 0.9, -2.2], [1.5, 1.3, -0.5], [-0.5, 0.8, -1.2], [0.4, -1.3, -1.2], [-0.3, 1.5, 0.5], [0.2, -1.7, 2.6], [-0.8, -1.6, -1.8], [0.6, 0.1, 0.1]], "lowdin_charge": [0.04, -0.10, -0.05, 0.06, 0.31, -0.04, 0.08, 0.03, 0.08, 0.18, 0.15, 0.13, 0.12, 0.10, 0.16, 0.17, 0.11, 0.11, 0.12, 0.12, 0.12], "homo_ha": -0.743, "smiles": "Cc1[n+](C)nn(C)[n+]1C", "orbital_gap_ev": 10.4, "fmax_ev_per_a": 7.6, "charge": 2}

***

# 4
{"formula": "C46H43N2O3P2Ti", "method": "wB97M-V/def2-TZVPD", "symbols": ["Ti", "C", "O", "C", "C", "C", "C", "C", "C", "N", "N", "C", "C", "O", "C", "C", "C", "C", "C", "C", "C", "C", "H", "H", "H", "H", "H", "H", "H", "H", "H", "H", "H", "H", "H", "C", "C", "P", "C", "C", "C", "C", "C", "C", "C", "C", "C", "C", "C", "C", "P", "C", "C", "C", "C", "C", "C", "C", "C", "C", "C", "C", "C", "H", "H", "H", "H", "H", "H", "H", "H", "H", "H", "H", "H", "H", "H", "H", "H", "H", "H", "H", "H", "H", "H", "H", "H", "C", "O", "C", "C", "H", "H", "H", "H", "H", "H"], "coordinates": [[0.326, -0.371, 0.603], [0.103, -0.498, 3.730], [1.068, -0.103, 2.743], [2.121, -1.047, 2.758], [3.172, -0.921, 3.635], [4.155, -1.908, 3.681], [4.023, -3.030, 2.868], [2.950, -3.177, 2.006], [1.967, -2.171, 1.915], [0.888, -2.183, 1.087], [0.796, -3.297, 0.280], [-0.198, -3.359, -0.595], [-1.175, -2.334, -0.823], [-0.969, -1.079, -0.361], [-2.353, -2.654, -1.496], [-2.543, -3.862, -2.141], [-1.505, -4.815, -2.151], [-1.586, -6.020, -2.892], [-0.566, -6.935, -2.882], [0.597, -6.688, -2.133], [0.701, -5.530, -1.399], [-0.329, -4.575, -1.383], [-0.352, -1.455, 3.459], [0.586, -0.590, 4.704], [-0.662, 0.273, 3.796], [3.230, -0.048, 4.276], [5.000, -1.806, 4.351], [4.776, -3.809, 2.909], [2.840, -4.048, 1.377], [-3.143, -1.906, -1.518], [-3.471, -4.063, -2.666], [-2.478, -6.202, -3.483], [-0.658, -7.854, -3.451], [1.406, -7.410, -2.133], [1.583, -5.322, -0.807], [-2.030, 1.525, -1.286], [-2.262, 2.292, 0.021], [-1.607, 1.332, 1.514], [-3.056, 1.452, 2.620], [-3.587, 0.329, 3.249], [-4.708, 0.429, 4.058], [-5.328, 1.657, 4.247], [-4.812, 2.784, 3.619], [-3.693, 2.686, 2.816], [-0.515, 2.588, 2.330], [0.664, 2.986, 1.690], [1.602, 3.772, 2.333], [1.400, 4.174, 3.645], [0.247, 3.772, 4.304], [-0.691, 2.981, 3.660], [-0.195, 1.451, -1.588], [-0.106, 3.056, -2.507], [0.182, 4.225, -1.800], [0.181, 5.462, -2.428], [-0.085, 5.552, -3.787], [-0.339, 4.393, -4.508], [-0.350, 3.159, -3.879], [0.009, 0.297, -2.987], [-0.995, -0.501, -3.517], [-0.707, -1.429, -4.509], [0.582, -1.548, -5.001], [1.583, -0.712, -4.518], [1.297, 0.195, -3.515], [-2.534, 2.018, -2.121], [-2.393, 0.506, -1.177], [-3.332, 2.435, 0.179], [-1.787, 3.275, -0.017], [-3.115, -0.635, 3.098], [-5.111, -0.453, 4.539], [-6.203, 1.736, 4.879], [-5.290, 3.747, 3.758], [-3.280, 3.572, 2.349], [0.843, 2.669, 0.674], [2.507, 4.058, 1.811], [2.133, 4.785, 4.156], [0.078, 4.071, 5.332], [-1.577, 2.668, 4.199], [0.411, 4.165, -0.742], [0.392, 6.359, -1.859], [-0.091, 6.515, -4.282], [-0.535, 4.453, -5.573], [-0.554, 2.265, -4.454], [-2.009, -0.407, -3.159], [-1.491, -2.082, -4.873], [0.810, -2.296, -5.750], [2.588, -0.791, -4.914], [2.075, 0.846, -3.129], [4.116, 1.014, -0.006], [2.716, 0.890, 0.156], [2.057, -0.256, -0.312], [2.880, -1.261, -1.055], [4.419, 1.898, 0.554], [4.388, 1.146, -1.059], [4.641, 0.142, 0.390], [3.401, -0.834, -1.922], [2.227, -2.058, -1.404], [3.640, -1.718, -0.405]], "forces_ev_per_angstrom": [[2.7, 2.1, 0.8], [-0.2, 0.0, 0.3], [0.1, -0.3, 0.1], [0.2, -0.4, -0.1], [0.1, 0.2, 0.0], [0.0, 0.0, 0.1], [0.0, 0.0, 0.0], [0.1, 0.1, 0.0], [-0.3, -0.3, -0.1], [-0.1, -0.5, 0.5], [0.0, -0.9, -0.4], [0.3, 0.6, 0.7], [-0.4, -1.1, -0.6], [-2.0, -1.1, -1.1], [0.4, 0.2, 0.2], [-0.3, -0.1, -0.2], [0.1, 0.1, 0.2], [0.1, -0.1, 0.0], [-0.1, 0.0, -0.1], [0.1, 0.0, 0.1], [0.0, -0.1, 0.0], [-0.2, 0.0, -0.2], [0.1, 0.0, -0.1], [0.1, 0.0, -0.1], [0.0, 0.0, 0.0], [0.0, 0.0, 0.0], [0.0, 0.0, 0.0], [0.0, 0.0, 0.0], [0.0, 0.0, 0.0], [0.0, 0.1, -0.1], [0.0, 0.0, 0.0], [0.0, 0.0, 0.0], [0.0, 0.0, 0.0], [0.0, 0.0, 0.0], [0.0, 0.0, 0.0], [0.1, 0.1, -0.1], [0.0, -0.4, 0.0], [0.1, 1.4, -0.3], [-0.5, 0.0, 0.1], [0.3, -0.1, -0.2], [-0.3, 0.1, 0.2], [0.2, -0.2, -0.1], [-0.1, 0.1, 0.0], [0.2, -0.3, -0.1], [0.2, -0.1, 0.4], [-0.3, 0.0, -0.1], [0.1, 0.1, 0.0], [-0.1, 0.0, 0.0], [0.1, 0.1, 0.1], [-0.1, -0.1, -0.2], [-0.8, 0.1, -0.3], [0.3, 0.1, 0.1], [0.0, -0.1, 0.1], [0.0, 0.1, -0.1], [0.0, -0.1, 0.1], [0.0, 0.1, -0.1], [0.0, 0.0, 0.1], [0.1, 0.0, 0.0], [0.0, 0.2, 0.1], [0.0, -0.1, 0.0], [0.0, 0.0, 0.0], [0.0, -0.1, -0.1], [0.0, 0.1, 0.0], [-0.1, 0.0, 0.0], [0.0, 0.0, -0.1], [0.0, 0.1, 0.0], [0.0, 0.0, 0.1], [0.0, 0.0, 0.0], [0.0, 0.0, 0.0], [0.0, 0.0, 0.0], [0.0, 0.0, 0.0], [-0.1, 0.0, 0.0], [0.2, -0.1, -0.1], [0.0, 0.0, 0.0], [0.0, 0.0, 0.0], [0.0, 0.0, 0.0], [0.1, 0.0, 0.1], [0.0, 0.1, -0.1], [0.0, 0.0, 0.0], [0.0, 0.0, 0.0], [0.0, 0.0, 0.0], [0.0, 0.0, 0.0], [0.0, -0.1, 0.1], [0.0, 0.0, 0.0], [0.0, 0.0, 0.0], [0.0, 0.0, 0.0], [0.1, -0.1, 0.0], [-0.2, -0.1, 0.1], [0.3, 0.8, -0.2], [-0.2, -0.3, 0.4], [0.1, 0.2, 0.1], [0.0, 0.0, 0.0], [0.0, 0.0, 0.0], [0.1, 0.0, 0.0], [0.0, 0.0, 0.0], [0.0, 0.0, 0.0], [0.0, -0.1, 0.0]], "lowdin_charge": [0.71, -0.07, -0.21, -0.25, -0.04, -0.13, -0.12, -0.02, -0.25, -0.13, 0.03, -0.20, -0.30, -0.31, -0.08, -0.11, -0.21, -0.07, -0.13, -0.13, -0.05, -0.10, 0.10, 0.10, 0.05, 0.11, 0.08, 0.09, 0.09, 0.10, 0.08, 0.10, 0.08, 0.08, 0.09, -0.39, -0.35, 1.10, -0.38, -0.08, -0.08, -0.09, -0.09, -0.12, -0.34, -0.12, -0.07, -0.09, -0.09, -0.10, 1.08, -0.33, -0.10, -0.09, -0.10, -0.09, -0.08, -0.37, -0.08, -0.07, -0.08, -0.09, -0.12, 0.09, 0.05, 0.07, 0.07, 0.11, 0.10, 0.10, 0.10, 0.11, 0.05, 0.11, 0.10, 0.10, 0.10, 0.08, 0.10, 0.09, 0.10, 0.10, 0.09, 0.10, 0.10, 0.10, 0.11, -0.11, -0.24, -0.38, -0.11, 0.08, 0.08, 0.09, 0.06, 0.07, 0.07], "homo_ha": [-0.053, -0.057], "orbital_gap_ev": [3.6, 3.8], "fmax_ev_per_a": 3.5, "charge": -1}

***

# 5
{"formula": "C19H16INOPRuSe2Te2", "method": "wB97M-V/def2-TZVPD", "symbols": ["Ru", "Se", "Te", "Te", "Se", "O", "N", "C", "C", "C", "C", "C", "C", "C", "P", "C", "C", "C", "C", "C", "C", "C", "C", "C", "C", "C", "C", "H", "H", "H", "H", "H", "H", "H", "H", "H", "H", "H", "H", "H", "H", "H", "H", "I"], "coordinates": [[-0.199, -0.212, -0.178], [-0.045, -2.700, -0.695], [-2.269, -1.794, -0.681], [-0.994, 2.088, 0.155], [-1.362, 2.574, 2.470], [-1.549, -0.747, 2.363], [-0.256, -0.565, 1.838], [0.608, -0.509, 2.772], [2.050, -0.259, 2.676], [2.702, -0.246, 3.916], [4.057, 0.004, 4.015], [4.791, 0.255, 2.864], [4.157, 0.247, 1.634], [2.792, -0.014, 1.516], [2.072, -0.003, -0.161], [2.957, -1.381, -0.975], [2.877, -1.538, -2.360], [3.454, -2.637, -2.975], [4.102, -3.604, -2.219], [4.164, -3.468, -0.841], [3.596, -2.364, -0.221], [2.824, 1.530, -0.816], [3.733, 1.559, -1.865], [4.270, 2.769, -2.292], [3.916, 3.952, -1.666], [3.030, 3.926, -0.595], [2.491, 2.723, -0.175], [-1.795, 0.172, 2.627], [0.225, -0.648, 3.778], [2.124, -0.429, 4.813], [4.536, 0.011, 4.985], [5.851, 0.459, 2.923], [4.732, 0.449, 0.738], [2.334, -0.816, -2.956], [3.383, -2.743, -4.050], [4.545, -4.465, -2.701], [4.653, -4.225, -0.240], [3.647, -2.283, 0.856], [4.030, 0.647, -2.361], [4.966, 2.779, -3.121], [4.332, 4.892, -2.004], [2.760, 4.842, -0.087], [1.826, 2.715, 0.682], [-0.225, 0.520, -2.827]], "forces_ev_per_angstrom": [[0.0, 0.2, 0.0], [0.0, -0.1, 0.0], [0.0, 0.0, 0.0], [0.1, 0.0, 0.1], [-0.1, -0.1, -0.1], [0.0, 0.1, 0.1], [0.0, 0.0, 0.0], [0.0, -0.1, 0.0], [-0.1, 0.0, 0.0], [0.0, 0.0, 0.0], [0.0, 0.0, 0.0], [0.0, 0.0, 0.0], [0.0, 0.0, 0.0], [0.0, 0.0, 0.0], [0.0, -0.1, 0.0], [0.0, 0.0, 0.0], [0.0, 0.0, 0.0], [0.0, 0.0, 0.0], [0.0, 0.0, 0.0], [0.0, 0.0, 0.0], [0.0, 0.0, 0.0], [0.0, 0.0, 0.0], [0.0, 0.0, 0.0], [0.0, 0.0, 0.0], [0.0, 0.0, 0.0], [0.0, 0.0, 0.0], [0.0, 0.0, 0.0], [0.0, -0.1, -0.1], [0.0, 0.0, 0.0], [0.0, 0.0, 0.0], [0.0, 0.0, 0.0], [0.0, 0.0, 0.0], [0.0, 0.0, 0.0], [0.0, 0.0, 0.0], [0.0, 0.0, 0.0], [0.0, 0.0, 0.0], [0.0, 0.0, 0.0], [0.0, 0.0, 0.0], [0.0, 0.0, 0.0], [0.0, 0.0, 0.0], [0.0, 0.0, 0.0], [0.0, 0.0, 0.0], [0.0, 0.0, 0.0], [0.0, 0.0, 0.0]], "lowdin_charge": [-0.27, -0.05, 0.45, 0.48, -0.11, -0.19, -0.27, -0.09, -0.18, -0.03, -0.06, -0.05, -0.08, -0.29, 0.89, -0.41, -0.16, -0.07, -0.08, -0.07, -0.10, -0.38, -0.08, -0.07, -0.08, -0.07, -0.14, -0.04, 0.14, 0.12, 0.11, 0.11, 0.12, 0.02, 0.11, 0.10, 0.11, 0.10, 0.09, 0.11, 0.10, 0.11, 0.06, 0.06], "homo_ha": [-0.283, -0.283], "orbital_gap_ev": [5.6, 5.6], "spin_multiplicity": 2, "fmax_ev_per_a": 0.2}

***

# 6
{"formula": "C12H20NSi", "method": "wB97M-V/def2-TZVPD", "symbols": ["C", "C", "C", "C", "C", "C", "C", "C", "C", "C", "C", "C", "N", "Si", "H", "H", "H", "H", "H", "H", "H", "H", "H", "H", "H", "H", "H", "H", "H", "H", "H", "H", "H", "H"], "coordinates": [[-1.844, -0.954, -3.526], [-0.587, -1.372, -3.114], [-2.640, -0.207, -2.672], [-0.124, -1.047, -1.854], [-2.191, 0.113, -1.406], [-0.921, -0.301, -0.977], [-2.570, -1.008, 2.152], [-1.483, -0.238, 2.209], [0.210, 3.212, 0.693], [2.595, -2.822, 1.084], [1.232, 2.412, 1.488], [1.355, 0.953, 1.026], [1.951, 0.834, -0.310], [-0.350, 0.116, 0.752], [-2.201, -1.209, -4.511], [0.035, -1.953, -3.777], [-3.615, 0.126, -2.995], [0.857, -1.371, -1.547], [-2.818, 0.696, -0.748], [-3.182, -1.187, 3.021], [-2.888, -1.491, 1.243], [-1.220, 0.205, 3.172], [0.258, 4.263, 0.970], [0.390, 3.131, -0.376], [-0.802, 2.860, 0.899], [3.095, -3.543, 1.714], [3.309, -2.074, 0.763], [1.792, -2.355, 1.644], [0.969, 2.431, 2.548], [2.217, 2.875, 1.390], [1.950, 0.418, 1.778], [2.372, 1.705, -0.609], [2.659, 0.114, -0.343], [2.188, -3.331, 0.220]], "forces_ev_per_angstrom": [[0.0, 0.1, 0.1], [0.0, -0.1, 0.0], [-0.1, 0.0, -0.1], [0.1, 0.1, 0.1], [0.1, 0.0, 0.3], [0.1, 0.1, 0.8], [0.0, 0.0, -0.3], [0.9, 0.6, -0.5], [0.3, 0.0, 0.0], [-0.1, 0.0, -0.1], [-0.3, -0.1, 0.0], [-0.1, -0.4, -0.2], [0.2, 0.1, 0.0], [-0.5, 0.1, 0.2], [0.0, 0.0, -0.1], [0.1, -0.1, -0.1], [-0.1, 0.0, 0.0], [0.1, 0.0, 0.0], [-0.2, 0.0, 0.1], [-0.1, 0.0, 0.2], [0.0, -0.1, -0.3], [0.1, 0.0, -0.2], [-0.1, 0.1, 0.0], [0.0, 0.1, -0.2], [-0.3, 0.0, 0.0], [0.1, -0.1, 0.2], [0.2, 0.2, -0.1], [-0.2, 0.1, 0.2], [0.1, 0.0, 0.0], [0.1, -0.1, 0.1], [-0.2, -0.1, 0.0], [0.0, 0.0, 0.0], [0.1, 0.0, 0.0], [-0.1, -0.1, -0.2]], "lowdin_charge": [-0.04, -0.05, -0.06, -0.09, -0.10, -0.28, 0.01, -0.22, -0.10, -0.03, -0.25, -0.44, 0.01, 1.09, 0.12, 0.12, 0.12, 0.09, 0.11, 0.08, 0.06, 0.07, 0.09, 0.08, 0.07, 0.03, 0.01, 0.00, 0.11, 0.12, 0.11, 0.09, 0.07, 0.02], "homo_ha": -0.472, "orbital_gap_ev": 7.8, "fmax_ev_per_a": 1.2, "charge": 1}